The following is a DFT calculation (ωB97M-V/def2-TZVPD) of a cluster of 10 separate species, C18H48F20N7O10P3S2 in total at a distorted geometry.

Highest occupied orbital energy in eV: -14.07
Orbital gap in eV: 8.4023
Energy relative to the best compared isomer or geometry (same formula, charge and spin) in eV: 2.1533
Charge: +2

Last column: Mulliken charge in e.
Atoms and positions in Å:
C  -16.6622  27.6614  11.2190  -0.06
C  -15.4114  27.0663  10.5040  0.32
O  -15.4747  26.5412  9.4168  -0.49
N  -14.0773  27.3848  11.1297  0.12
H  -14.0112  27.6912  12.0898  0.12
H  -13.5043  26.5532  11.1242  0.43
C  -13.2847  28.3430  10.1503  -0.74
H  -17.2219  26.9392  11.8133  0.38
H  -17.3704  27.9990  10.4622  0.47
H  -16.3883  28.5196  11.8327  -0.44
H  -13.9543  29.1717  9.9199  0.27
H  -13.1221  27.8268  9.2041  0.37
H  -12.3958  28.7159  10.6591  0.39
C  -18.8430  30.1902  14.3586  1.07
C  -19.4159  30.2878  15.7535  0.10
O  -18.8258  30.6692  16.7883  -0.46
N  -20.8022  29.6774  15.9308  -0.06
H  -20.8979  28.8535  15.3546  0.43
H  -20.9039  29.1995  16.8147  0.43
C  -21.9280  30.6392  15.6009  -0.71
H  -19.0365  31.1239  13.8305  -0.34
H  -19.2747  29.3168  13.8699  0.59
H  -17.7669  30.0302  14.4256  -0.98
H  -21.7213  30.9769  14.5853  0.06
H  -21.8417  31.4854  16.2825  0.44
H  -22.8604  30.1337  15.8524  0.39
C  -17.2050  37.5916  9.0375  -1.11
C  -16.2879  37.0808  7.9471  0.56
O  -15.1367  37.4850  7.7325  -0.43
N  -16.8189  35.9146  7.1716  -0.08
H  -17.7432  36.1097  6.8140  0.39
H  -16.2786  35.7809  6.3288  0.40
C  -16.7293  34.5371  7.8130  -0.79
H  -17.9117  38.2722  8.5626  0.47
H  -16.5959  38.2397  9.6676  0.33
H  -17.8530  36.8896  9.5624  0.26
H  -17.5583  34.4740  8.5179  0.32
H  -15.7111  34.5300  8.2019  0.38
H  -16.8415  33.8814  6.9496  0.33
C  -16.0194  35.7040  12.1749  -0.65
C  -17.2832  36.0234  12.9159  0.60
O  -17.9760  37.0067  12.6321  -0.51
N  -17.7807  34.9269  13.8841  0.96
H  -18.7865  34.9987  13.8281  -0.03
H  -17.5206  34.0406  13.4755  0.46
C  -17.1031  34.9501  15.3026  -0.82
H  -16.2119  34.9600  11.4019  0.05
H  -15.0650  35.5506  12.6787  0.38
H  -15.8097  36.6339  11.6464  0.24
H  -17.4641  34.0560  15.8109  0.18
H  -17.4004  35.8946  15.7581  0.49
H  -16.0319  34.8789  15.1139  0.40
C  -16.9361  31.0258  19.1575  -1.03
C  -15.9568  31.7144  18.1676  0.48
O  -15.8833  32.9295  17.9353  -0.41
N  -14.9167  30.8134  17.4680  0.01
H  -14.0288  31.2649  17.6350  0.41
H  -14.7034  29.9444  17.9365  0.45
C  -15.1904  30.7228  15.9531  -0.61
H  -17.2879  30.1234  18.6575  0.30
H  -17.8716  31.5841  19.1940  0.30
H  -16.4674  30.7959  20.1143  0.40
H  -15.3537  31.7427  15.6050  0.20
H  -16.0577  30.1189  15.6862  -0.03
H  -14.3395  30.3209  15.4030  0.42
C  -24.7424  33.4947  11.2001  -1.43
C  -23.3363  33.3590  10.9186  0.83
O  -22.6590  34.1656  10.2972  -0.43
N  -22.7375  31.9732  11.0028  0.17
H  -22.2431  31.9068  11.8810  0.07
H  -23.5494  31.3795  11.0942  0.45
C  -21.9079  31.5998  9.7702  -0.73
H  -25.4175  32.8768  10.6081  0.38
H  -25.1546  34.5037  11.1961  0.40
H  -24.8778  33.2073  12.2428  0.38
H  -22.5589  31.7927  8.9176  0.36
H  -21.4876  30.5945  9.7391  0.35
H  -21.0256  32.2231  9.9158  0.25
P  -12.1689  34.3122  15.8372  1.45
F  -12.7445  34.5772  17.3806  -0.38
F  -10.7133  35.0393  16.1857  -0.34
F  -11.7451  32.8427  16.3771  -0.37
F  -11.5275  33.7815  14.3830  -0.38
F  -13.6797  33.6907  15.4380  -0.53
F  -12.6514  35.7284  15.3235  -0.36
P  -15.5814  26.7935  14.9138  1.30
F  -16.0686  25.6645  15.9862  -0.35
F  -14.6737  27.4565  16.1132  -0.40
F  -14.3316  25.8876  14.3873  -0.42
F  -15.0068  27.8857  13.9373  -0.43
F  -16.5122  26.1944  13.7404  -0.33
F  -16.7810  27.8527  15.4145  -0.37
P  -21.5365  34.3241  14.3422  1.38
F  -21.5926  35.6818  15.2233  -0.36
F  -20.0390  33.8533  14.7642  -0.55
F  -22.1905  33.6156  15.6677  -0.37
F  -21.5978  32.9249  13.4364  -0.52
F  -23.1161  34.6537  13.8791  -0.41
F  -20.9859  35.1804  13.0883  -0.37
N  -17.3038  32.7654  12.5537  -0.33
S  -17.9533  32.1048  11.3736  0.18
O  -18.2583  30.6804  11.4363  -0.47
O  -17.7082  32.7398  10.0652  -0.39
F  -19.3965  32.6057  11.7625  -0.10
S  -15.8981  31.8454  12.2832  0.64
O  -15.1829  32.0820  11.0242  -0.65
O  -15.8180  30.5223  12.7906  -0.45
F  -14.9733  32.6165  13.3583  -0.13